(1)
{"formula": "C4H6N2OS", "method": "ωB97M-V with the def2-TZVPD basis set", "species": ["C", "C", "C", "C", "N", "N", "O", "S", "H", "H", "H", "H", "H", "H"], "xyz": [[-0.57, -1.84, 0.05], [-1.27, -0.61, 0.14], [1.33, -0.46, -0.15], [-0.86, 1.85, 0.13], [0.79, -1.69, -0.19], [-0.53, 0.43, 0.21], [3.22, 1.50, -0.23], [2.75, 0.18, 0.40], [-0.98, -2.83, 0.03], [-2.34, -0.64, -0.02], [-1.91, 2.10, 0.04], [-0.62, 2.25, 1.02], [-0.23, 2.32, -0.62], [1.21, -2.56, -0.80]], "mulliken_charge": [-0.73, 0.16, 0.06, -0.92, -0.08, -0.27, -0.56, 0.22, 0.41, 0.36, 0.38, 0.34, 0.29, 0.34], "energy_ev": -20103.12309, "e_above_lowest_kcal_mol": 143.40, "homo_lumo_gap_ha": [0.2699, 0.2698]}


(2)
{"formula": "C24H30N2O4", "method": "ωB97M-V with the def2-TZVPD basis set", "species": ["C", "C", "O", "C", "O", "C", "C", "C", "N", "C", "C", "C", "C", "C", "O", "C", "C", "O", "C", "N", "C", "C", "C", "C", "C", "C", "C", "C", "C", "C", "H", "H", "H", "H", "H", "H", "H", "H", "H", "H", "H", "H", "H", "H", "H", "H", "H", "H", "H", "H", "H", "H", "H", "H", "H", "H", "H", "H", "H", "H"], "xyz": [[4.16, 1.18, -4.19], [4.11, 2.10, -2.98], [3.58, 1.44, -1.84], [4.43, 0.69, -1.12], [5.61, 0.60, -1.40], [3.78, 0.04, 0.01], [4.42, -0.78, 0.93], [5.85, -1.17, 1.01], [3.52, -1.22, 1.85], [3.83, -2.09, 2.95], [2.28, -0.71, 1.54], [1.05, -0.88, 2.17], [-0.04, -0.24, 1.64], [0.07, 0.57, 0.49], [-1.10, 1.15, 0.09], [-1.11, 1.90, -1.11], [-2.57, 2.35, -1.34], [-3.12, 2.82, -0.13], [-3.44, 1.23, -1.96], [-3.05, -0.10, -1.52], [-4.07, -1.11, -1.64], [-5.20, -1.04, -0.58], [-4.60, -1.05, 0.79], [-4.45, 0.13, 1.51], [-3.82, 0.13, 2.75], [-3.34, -1.05, 3.28], [-3.49, -2.23, 2.58], [-4.11, -2.23, 1.34], [1.29, 0.73, -0.14], [2.40, 0.09, 0.39], [4.84, 0.35, -4.00], [4.51, 1.73, -5.06], [3.17, 0.77, -4.40], [3.44, 2.95, -3.16], [5.12, 2.46, -2.74], [6.39, -0.72, 0.18], [6.29, -0.83, 1.95], [5.95, -2.25, 0.96], [4.21, -3.05, 2.59], [2.94, -2.26, 3.54], [4.60, -1.64, 3.59], [0.94, -1.50, 3.05], [-1.02, -0.34, 2.09], [-0.78, 1.29, -1.95], [-0.47, 2.78, -1.00], [-2.58, 3.20, -2.02], [-2.85, 2.22, 0.57], [-3.33, 1.26, -3.05], [-4.48, 1.48, -1.72], [-2.72, -0.07, -0.56], [-3.57, -2.08, -1.55], [-4.51, -1.04, -2.65], [-5.85, -1.90, -0.72], [-5.78, -0.13, -0.73], [-4.83, 1.05, 1.10], [-3.71, 1.06, 3.29], [-2.85, -1.05, 4.25], [-3.12, -3.16, 2.99], [-4.22, -3.16, 0.80], [1.40, 1.34, -1.02]], "mulliken_charge": [-1.12, -0.35, -0.32, 0.07, -0.69, 0.72, 0.44, -1.72, 0.12, -1.00, -0.56, -1.62, -0.49, 0.78, -0.40, -0.94, -0.22, -0.64, -0.68, 0.06, -0.77, -1.20, 0.20, -0.12, -0.43, -0.52, -0.50, -0.30, 0.34, 0.60, 0.30, 0.39, 0.29, 0.34, 0.31, 0.35, 0.34, 0.36, 0.32, 0.34, 0.32, 0.21, 0.48, 0.46, 0.59, 0.53, 0.39, 0.47, 0.29, -0.21, 0.41, 0.43, 0.46, 0.37, 0.44, 0.37, 0.38, 0.39, 0.43, 0.73], "smiles": "CCOC(=O)c1c(C)n(C)c2ccc(OC[C@H](O)CNCCc3ccccc3)cc12", "energy_ev": -36545.76802, "e_above_lowest_kcal_mol": 39.92, "homo_lumo_gap_ha": 0.3173}


(3)
{"formula": "C31H32AuN7OS", "method": "ωB97M-V with the def2-TZVPD basis set", "species": ["Au", "C", "C", "C", "C", "C", "N", "C", "C", "C", "C", "C", "C", "C", "N", "C", "C", "C", "N", "C", "C", "N", "C", "C", "C", "N", "H", "H", "H", "H", "H", "H", "H", "H", "H", "H", "H", "H", "H", "H", "H", "H", "H", "H", "O", "S", "C", "C", "C", "C", "H", "H", "H", "H", "H", "H", "H", "H", "N", "C", "N", "C", "C", "C", "C", "C", "C", "H", "H", "H", "H", "H", "H"], "xyz": [[-0.27, -0.81, -1.20], [-4.50, 4.11, -3.78], [-3.41, 3.42, -3.01], [-2.11, 3.92, -2.98], [-1.11, 3.25, -2.32], [-1.36, 2.03, -1.65], [-0.31, 1.33, -1.10], [0.69, 1.99, -0.44], [0.37, 3.12, 0.35], [1.31, 3.75, 1.13], [2.62, 3.27, 1.19], [3.63, 3.91, 2.09], [2.95, 2.17, 0.41], [2.04, 1.54, -0.42], [2.53, 0.53, -1.29], [3.80, 0.45, -1.78], [3.88, -0.67, -2.56], [2.60, -1.23, -2.51], [1.80, -0.49, -1.76], [-2.69, 1.54, -1.65], [-3.67, 2.23, -2.34], [-3.09, 0.44, -0.85], [-4.24, 0.35, -0.14], [-4.26, -0.87, 0.48], [-3.06, -1.49, 0.10], [-2.37, -0.69, -0.70], [-4.27, 5.17, -3.90], [-5.46, 4.01, -3.29], [-4.59, 3.67, -4.78], [-1.88, 4.84, -3.50], [-0.10, 3.62, -2.34], [-0.65, 3.46, 0.35], [1.02, 4.61, 1.73], [3.43, 4.98, 2.21], [4.65, 3.79, 1.70], [3.60, 3.45, 3.08], [3.97, 1.80, 0.45], [4.53, 1.21, -1.56], [4.73, -1.02, -3.11], [2.21, -2.11, -3.00], [-4.68, 1.83, -2.34], [-4.95, 1.16, -0.12], [-5.03, -1.27, 1.12], [-2.66, -2.45, 0.38], [0.20, -0.93, 1.38], [0.54, 0.02, 2.51], [-0.99, 0.24, 3.48], [-0.60, 0.03, 4.94], [0.31, -1.19, 4.95], [1.33, -0.98, 3.83], [-1.65, -0.56, 3.13], [-1.43, 1.21, 3.26], [-1.48, -0.10, 5.57], [-0.06, 0.91, 5.32], [-0.28, -2.09, 4.76], [0.81, -1.32, 5.91], [1.65, -1.89, 3.34], [2.20, -0.43, 4.17], [-0.65, -5.00, -2.06], [-1.00, -3.70, -2.13], [-0.20, -2.95, -1.40], [0.75, -3.80, -0.84], [1.83, -3.53, 0.00], [2.60, -4.60, 0.38], [2.31, -5.91, -0.03], [1.24, -6.19, -0.85], [0.47, -5.10, -1.25], [-1.12, -5.75, -2.54], [-1.84, -3.34, -2.71], [2.03, -2.52, 0.34], [3.46, -4.44, 1.03], [2.94, -6.72, 0.30], [1.01, -7.20, -1.17]], "lowdin_spin": [0.59, 0.02, 0.09, -0.01, 0.08, 0.04, 0.48, 0.04, 0.08, -0.01, 0.09, 0.02, -0.01, 0.07, 0.01, 0.01, 0.01, 0.02, 0.09, 0.07, 0.00, 0.01, 0.01, 0.00, 0.01, 0.09, 0.00, 0.00, 0.01, 0.00, 0.00, 0.00, 0.00, 0.00, 0.00, 0.01, 0.00, 0.00, 0.00, 0.00, 0.00, 0.00, 0.00, 0.00, 0.00, 0.00, 0.00, 0.00, 0.00, 0.00, 0.00, 0.00, 0.00, 0.00, 0.00, 0.00, 0.00, 0.00, 0.00, 0.00, 0.07, 0.00, 0.00, 0.00, 0.00, 0.00, 0.00, 0.00, 0.00, 0.00, 0.00, 0.00, 0.00], "spin_multiplicity": 3, "total_charge": 2, "energy_ev": -59657.84704, "homo_lumo_gap_ha": [0.3129, 0.2285]}


(4)
{"formula": "C3H42O18", "method": "ωB97M-V with the def2-TZVPD basis set", "species": ["O", "H", "H", "H", "C", "C", "C", "O", "H", "H", "H", "H", "H", "H", "H", "O", "H", "H", "O", "H", "H", "O", "H", "H", "O", "H", "H", "O", "H", "H", "O", "H", "H", "O", "H", "H", "O", "H", "H", "O", "H", "H", "O", "H", "H", "O", "H", "H", "O", "H", "H", "O", "H", "H", "O", "H", "H", "O", "H", "H", "O", "H", "H"], "xyz": [[2.74, 1.35, 0.68], [3.55, 0.89, 0.92], [2.15, 1.34, 1.44], [2.22, 0.88, 0.02], [0.21, -0.59, 0.81], [0.55, -0.07, -0.60], [-0.51, 0.86, -1.07], [1.89, 0.37, -0.73], [1.08, -1.15, 1.16], [-0.66, -1.24, 0.86], [0.02, 0.14, 1.60], [0.34, -0.89, -1.29], [-0.71, 1.75, -0.48], [-1.44, 0.28, -1.14], [-0.38, 1.11, -2.12], [-0.34, 3.46, 0.11], [0.30, 3.77, -0.53], [0.16, 3.31, 0.91], [1.65, -2.51, -0.60], [1.83, -1.57, -0.57], [1.71, -2.74, -1.52], [-0.48, 0.61, 3.14], [-0.88, 1.27, 2.56], [-1.21, 0.22, 3.61], [0.04, -2.94, 0.74], [0.42, -3.82, 0.78], [0.58, -2.49, 0.09], [-1.94, 2.99, -1.28], [-2.45, 2.25, -0.96], [-1.15, 2.98, -0.73], [-1.06, 0.60, -4.06], [-0.23, 1.04, -3.89], [-1.43, 1.05, -4.81], [1.45, 1.42, 2.22], [1.95, 1.67, 2.99], [0.71, 0.91, 2.56], [-2.13, -2.86, 0.55], [-2.41, -3.04, 1.45], [-1.18, -2.87, 0.58], [0.49, -1.50, 2.87], [0.68, -2.01, 2.08], [-0.32, -1.03, 2.67], [-2.62, 0.07, -2.67], [-1.87, 0.29, -3.22], [-2.34, -0.70, -2.17], [-3.07, 1.39, -0.12], [-2.90, 0.55, -0.55], [-3.68, 1.17, 0.59], [-2.95, -0.74, -0.10], [-3.52, -1.49, 0.06], [-2.08, -1.05, 0.14], [2.64, -2.62, 1.34], [3.42, -3.09, 1.05], [2.11, -2.52, 0.55], [3.47, -0.98, -0.89], [4.02, -0.82, -0.12], [2.76, -0.35, -0.81], [-1.52, 1.64, 1.60], [-0.72, 1.72, 1.10], [-2.22, 1.74, 0.95], [2.13, 0.82, -2.71], [1.76, 0.59, -1.86], [1.39, 1.18, -3.20]], "mulliken_charge": [-0.76, 0.30, 0.58, 0.26, -1.39, 1.05, 0.25, -0.85, 1.81, 0.17, -0.97, 0.09, -3.14, -0.84, 0.53, -0.56, 0.37, 0.25, -0.65, -0.25, 0.39, -0.85, 0.49, 0.37, -0.66, 0.48, 0.08, -0.93, 0.61, 0.71, -0.40, 0.32, 0.34, -0.40, 0.33, 0.91, -0.90, 0.25, 0.19, -0.71, 1.17, 0.16, -0.75, 0.62, 0.47, -0.74, 0.71, 0.41, -0.50, 0.29, 0.33, -0.62, 0.38, 0.69, -0.76, 0.33, 0.91, -0.66, -0.02, 0.80, -0.83, 0.60, 0.13], "energy_ev": -40624.19159, "e_above_lowest_kcal_mol": 611.80, "homo_lumo_gap_ha": 0.3256}